(1)
{"formula": "C38H41F2HfN4O2S4", "method": "ωB97M-V with the def2-TZVPD basis set", "charge": 1, "total_energy_ev": -100203.89592, "molar_mass_g_mol": 930.5, "lumo_energy_ev": -4.405, "gap_ev": 5.982, "multiplicity": 1, "species": ["Hf", "C", "C", "C", "C", "C", "C", "N", "C", "C", "C", "C", "C", "C", "N", "N", "C", "C", "C", "C", "C", "N", "H", "H", "H", "H", "H", "H", "H", "H", "H", "H", "H", "H", "H", "C", "C", "S", "C", "C", "S", "C", "C", "S", "H", "H", "H", "H", "H", "H", "H", "H", "H", "H", "H", "H", "F", "C", "F", "H", "C", "C", "C", "O", "C", "H", "H", "H", "H", "H", "H", "H", "H", "C", "C", "O", "S", "C", "C", "C", "C", "C", "C", "C", "C", "H", "H", "H", "H", "H", "H", "H"], "positions_angstrom": [[-0.1705, -1.2051, 1.0174], [0.4453, 3.2207, 4.5465], [0.6866, 3.2848, 3.1833], [0.9550, 2.1239, 2.4709], [0.9613, 0.8943, 3.1180], [0.7246, 0.8319, 4.4871], [0.4733, 1.9947, 5.1977], [1.2007, -0.3226, 2.3902], [2.4548, -0.8482, 2.4966], [3.5719, -0.1754, 3.0418], [4.8109, -0.7680, 3.0181], [5.0291, -2.0469, 2.4711], [3.9678, -2.7374, 1.9484], [2.6976, -2.1403, 1.9634], [1.5650, -2.7325, 1.4590], [1.6055, -3.8979, 0.9899], [0.3745, -4.2939, 0.4530], [0.2265, -5.6294, 0.1152], [-1.0116, -6.0585, -0.3310], [-2.0444, -5.1396, -0.4333], [-1.8044, -3.8154, -0.1162], [-0.6116, -3.3820, 0.3190], [0.2315, 4.1247, 5.1007], [0.6551, 4.2392, 2.6715], [1.1349, 2.1698, 1.4060], [0.7297, -0.1303, 4.9847], [0.2864, 1.9426, 6.2621], [3.4448, 0.8066, 3.4736], [5.6510, -0.2262, 3.4331], [6.0217, -2.4731, 2.4689], [4.0811, -3.7247, 1.5231], [1.0661, -6.2968, 0.2365], [-1.1696, -7.0975, -0.5861], [-3.0277, -5.4316, -0.7718], [-2.5729, -3.0655, -0.2351], [-4.9953, -2.1666, -3.9772], [-4.4183, -0.8631, -3.4473], [-3.0483, -1.0063, -2.2646], [-1.6161, -0.4948, -3.2295], [-0.9743, -1.5157, -4.1592], [-0.5156, -3.0694, -3.3364], [-1.5637, -4.3041, -4.1289], [-3.0598, -4.2154, -3.8551], [-3.9178, -3.1390, -5.0476], [-5.8705, -1.9309, -4.5872], [-5.3583, -2.7951, -3.1624], [-5.2132, -0.3216, -2.9298], [-4.0897, -0.2268, -4.2701], [-0.8993, -0.1636, -2.4730], [-1.8815, 0.3996, -3.7993], [-0.0640, -1.0782, -4.5755], [-1.6295, -1.7564, -4.9938], [-1.1731, -5.2487, -3.7413], [-1.3634, -4.3142, -5.2021], [-3.2344, -3.8205, -2.8560], [-3.4923, -5.2160, -3.9160], [-2.5493, -1.4999, 1.3959], [-1.7062, -1.5142, 2.5794], [-1.6746, -0.1597, 2.8966], [-2.2490, -2.0579, 3.3470], [3.6043, -1.3012, -1.6485], [3.2481, 0.1738, -1.7453], [2.2121, 0.3305, -0.6535], [1.5214, -0.9754, -0.5550], [2.2480, -1.9252, -1.4092], [4.2668, -1.4909, -0.8015], [4.0727, -1.6925, -2.5497], [2.8165, 0.4043, -2.7209], [4.0976, 0.8346, -1.5833], [1.4447, 1.0708, -0.8538], [2.6685, 0.5230, 0.3175], [1.6793, -2.0313, -2.3329], [2.2927, -2.8876, -0.9105], [0.1459, 9.2749, 2.2761], [-0.1113, 7.8627, 1.8258], [0.2161, 6.8863, 2.4438], [-0.9244, 7.7763, 0.2352], [-1.0064, 6.0158, 0.0636], [-1.8936, 5.2840, 0.8441], [-1.9306, 3.9076, 0.7462], [-1.0773, 3.2480, -0.1427], [-0.2081, 3.9906, -0.9437], [-0.1739, 5.3699, -0.8390], [-1.0134, 1.8221, -0.1390], [-0.7982, 0.6307, -0.0143], [-0.2006, 9.3762, 3.3037], [-0.3414, 10.0125, 1.6427], [1.2235, 9.4416, 2.2610], [-2.5379, 5.7996, 1.5433], [-2.5932, 3.3277, 1.3738], [0.4528, 3.4800, -1.6322], [0.5169, 5.9447, -1.4412]], "forces_ev_per_a": [[0.0, 0.5, 0.2], [0.0, 0.0, 0.0], [0.0, 0.1, 0.0], [0.0, -0.1, 0.0], [-0.1, 0.2, 0.0], [0.0, 0.0, -0.1], [0.0, 0.0, 0.0], [0.2, -0.1, -0.2], [0.1, 0.0, -0.1], [0.1, 0.0, 0.1], [-0.1, 0.1, 0.1], [-0.1, -0.2, -0.1], [0.3, 0.1, 0.1], [-0.3, -0.2, 0.0], [0.1, 0.0, 0.0], [0.1, 0.0, 0.1], [-0.1, -0.1, 0.1], [-0.1, 0.1, 0.0], [0.0, 0.0, 0.0], [0.0, 0.1, 0.0], [0.0, 0.0, -0.2], [0.1, -0.1, -0.1], [0.0, 0.0, 0.0], [0.0, 0.0, 0.0], [0.0, 0.0, 0.0], [0.0, 0.0, 0.0], [0.0, 0.0, 0.0], [0.0, 0.0, 0.0], [0.0, 0.0, 0.0], [0.0, 0.0, 0.0], [0.0, 0.0, 0.0], [0.0, 0.0, 0.0], [0.0, 0.0, 0.0], [0.0, 0.0, 0.0], [0.0, 0.0, 0.0], [-0.2, 0.0, 0.0], [-0.1, 0.1, 0.0], [-0.1, 0.0, 0.0], [0.1, 0.1, 0.0], [0.0, 0.0, -0.1], [0.1, 0.1, 0.0], [0.0, -0.2, -0.1], [0.0, 0.0, 0.1], [0.0, -0.1, 0.0], [0.0, 0.0, 0.0], [0.1, 0.0, 0.0], [0.0, 0.0, 0.0], [0.0, 0.0, 0.0], [0.0, -0.1, 0.0], [0.0, 0.0, 0.0], [0.0, 0.0, 0.0], [0.0, 0.0, 0.0], [0.0, 0.0, 0.0], [0.0, 0.0, 0.0], [0.0, 0.0, 0.0], [0.0, 0.0, 0.0], [0.1, 0.0, -0.1], [-0.1, -0.1, 0.2], [-0.2, -0.1, 0.1], [0.0, 0.0, 0.0], [0.0, -0.1, 0.0], [0.0, 0.1, 0.0], [-0.1, 0.0, 0.1], [0.5, -0.1, -0.4], [-0.2, 0.0, -0.1], [0.0, 0.0, 0.0], [0.0, 0.0, 0.0], [0.0, 0.0, 0.0], [0.0, 0.0, 0.0], [0.0, 0.0, 0.0], [0.0, 0.0, 0.0], [0.0, 0.0, 0.0], [0.0, 0.0, 0.0], [0.0, 0.0, 0.1], [0.1, -0.1, 0.0], [0.0, 0.1, 0.1], [-0.1, 0.0, 0.0], [-0.1, 0.0, 0.0], [0.0, 0.1, 0.0], [0.1, 0.0, 0.0], [-0.1, 0.1, 0.0], [0.0, 0.0, 0.0], [0.1, 0.0, 0.0], [0.2, -0.1, 0.0], [-0.3, -0.2, 0.0], [0.0, 0.0, 0.0], [0.0, 0.0, 0.0], [0.0, 0.0, 0.0], [0.0, 0.0, 0.0], [0.0, 0.0, 0.0], [0.0, 0.0, 0.0], [0.0, 0.0, 0.0]], "lowdin_charge": [1.677, -0.068, -0.053, -0.029, -0.318, -0.038, -0.067, -0.071, -0.232, 0.007, -0.041, -0.069, -0.012, -0.215, -0.043, 0.104, -0.305, 0.024, -0.018, -0.033, -0.126, 0.017, 0.109, 0.097, 0.093, 0.122, 0.107, 0.121, 0.116, 0.109, 0.115, 0.125, 0.124, 0.120, 0.078, -0.548, -0.521, 0.857, -0.543, -0.514, 0.855, -0.547, -0.539, 0.887, 0.074, 0.079, 0.073, 0.080, 0.027, 0.087, 0.073, 0.039, 0.065, 0.076, 0.028, 0.074, -0.153, -0.312, -0.060, 0.102, -0.133, -0.134, -0.144, -0.307, -0.156, 0.115, 0.128, 0.123, 0.127, 0.090, 0.113, 0.068, 0.101, -0.067, -0.740, 0.025, 1.031, -0.532, -0.078, -0.012, -0.251, -0.023, -0.079, -0.108, -0.143, 0.093, 0.066, 0.094, 0.118, 0.127, 0.113, 0.110]}


(2)
{"formula": "C4H12", "method": "ωB97M-V with the def2-TZVPD basis set", "smiles": "CC.CC", "total_energy_ev": -4342.30745, "e_above_lowest_kcal_mol": 5.09, "molar_mass_g_mol": 60.1, "lumo_energy_ev": 1.154, "gap_ev": 12.720, "multiplicity": 1, "species": ["C", "C", "H", "H", "H", "H", "H", "H", "C", "C", "H", "H", "H", "H", "H", "H"], "positions_angstrom": [[1.8351, -1.2627, -1.0514], [1.1370, -1.8471, 0.1852], [1.4459, -1.8360, -1.8980], [1.4975, -0.2344, -1.1373], [2.9129, -1.3833, -1.0885], [1.4764, -1.4340, 1.1363], [1.3259, -2.9131, 0.2741], [0.0724, -1.6291, 0.1147], [-0.8637, 1.5118, -0.0496], [-2.0109, 1.6511, 0.9373], [-1.1173, 0.6885, -0.7301], [-0.8571, 2.3631, -0.7312], [0.1361, 1.3601, 0.3378], [-1.7361, 2.2939, 1.7779], [-2.2959, 0.7203, 1.4338], [-2.9583, 1.9510, 0.4891]], "forces_ev_per_a": [[-0.9, -0.7, 0.2], [0.6, 0.1, 0.2], [0.0, 0.3, -0.2], [0.4, 0.2, -0.3], [0.1, 0.3, 0.3], [0.1, 0.3, -0.1], [-0.3, -0.2, -0.1], [-0.1, -0.3, 0.0], [-1.1, -0.3, -1.3], [0.1, -0.4, 1.1], [0.4, -0.1, 0.2], [0.3, 0.3, 0.2], [0.0, 0.0, 0.4], [-0.3, 0.3, -0.3], [0.4, -0.3, -0.1], [0.3, 0.5, -0.2]], "nbo_charge": [-0.606, -0.603, 0.200, 0.203, 0.205, 0.198, 0.200, 0.203, -0.614, -0.611, 0.200, 0.205, 0.209, 0.203, 0.201, 0.208]}


(3)
{"formula": "C26H35N3O5", "method": "ωB97M-V with the def2-TZVPD basis set", "smiles": "CCOCCCN(C(=O)CNC(=O)c1ccco1)[C@@H](C(=O)NC1CCCC1)c1ccccc1C", "total_energy_ev": -42238.88282, "e_above_lowest_kcal_mol": 38.26, "molar_mass_g_mol": 469.6, "lumo_energy_ev": 0.665, "gap_ev": 9.474, "multiplicity": 1, "species": ["C", "H", "H", "H", "C", "O", "C", "C", "H", "H", "C", "N", "C", "O", "C", "N", "C", "O", "C", "C", "C", "C", "O", "H", "H", "H", "H", "H", "H", "C", "C", "C", "C", "C", "C", "C", "C", "H", "H", "H", "H", "H", "H", "H", "C", "O", "N", "H", "C", "H", "C", "C", "C", "H", "H", "C", "H", "H", "H", "H", "H", "H", "H", "H", "H", "H", "H", "H", "H"], "positions_angstrom": [[-5.8438, -1.9614, -1.7117], [-6.1856, -1.1426, -1.0846], [-5.4792, -2.7621, -1.0731], [-6.6801, -2.3360, -2.2956], [-4.7462, -1.4701, -2.6531], [-3.6662, -0.8404, -2.0042], [-2.8543, -1.6975, -1.2312], [-1.5295, -0.9856, -0.9719], [-0.9541, -0.9235, -1.8966], [-1.7548, 0.0365, -0.6673], [-0.7222, -1.6927, 0.1211], [0.5011, -0.9811, 0.4363], [0.6333, -0.1206, 1.4632], [1.6612, 0.5064, 1.6826], [-0.5394, 0.0546, 2.4345], [-1.7224, 0.6116, 1.8312], [-2.9244, -0.0146, 1.8700], [-3.0889, -1.1001, 2.4007], [-4.0014, 0.7065, 1.1848], [-5.3336, 0.3988, 1.0822], [-5.9066, 1.4034, 0.2747], [-4.8862, 2.2435, -0.0570], [-3.7347, 1.8387, 0.4893], [-4.8583, 3.1313, -0.6577], [-6.9321, 1.4898, -0.0207], [-5.8201, -0.4397, 1.5363], [-1.6547, 1.5197, 1.3993], [-0.8258, -0.9003, 2.8860], [-0.1712, 0.7190, 3.2252], [1.5908, -1.1522, -0.5301], [2.8834, -1.6570, 0.0786], [2.9168, -2.1218, 1.3877], [4.0865, -2.5935, 1.9538], [5.2470, -2.6238, 1.2037], [5.2109, -2.2141, -0.1155], [4.0432, -1.7398, -0.7014], [4.0761, -1.3602, -2.1518], [4.2009, -0.2847, -2.2705], [4.9133, -1.8503, -2.6445], [3.1599, -1.6438, -2.6637], [6.1089, -2.2682, -0.7145], [6.1695, -2.9821, 1.6358], [4.0857, -2.9390, 2.9765], [2.0163, -2.1234, 1.9823], [1.7378, 0.1522, -1.3563], [1.1831, 0.2668, -2.4324], [2.5150, 1.0783, -0.7894], [2.7535, 0.9478, 0.1889], [2.6860, 2.4069, -1.3369], [2.4490, 2.3358, -2.4014], [1.7827, 3.4154, -0.6138], [2.6057, 3.8074, 0.6082], [4.0135, 3.9666, 0.0338], [4.7834, 3.8471, 0.7940], [4.1202, 4.9619, -0.4000], [4.1205, 2.8984, -1.0675], [4.5678, 3.3091, -1.9714], [4.7362, 2.0597, -0.7420], [2.2468, 4.7199, 1.0822], [2.5803, 3.0020, 1.3433], [0.8183, 2.9768, -0.3616], [1.6154, 4.2829, -1.2533], [1.2432, -1.9037, -1.2486], [-0.4509, -2.6987, -0.2152], [-1.3322, -1.8073, 1.0162], [-3.3428, -1.9303, -0.2733], [-2.6833, -2.6428, -1.7685], [-5.1473, -0.7051, -3.3231], [-4.3768, -2.3113, -3.2609]], "forces_ev_per_a": [[0.4, 0.2, -0.2], [-0.1, 0.1, 0.1], [0.0, -0.1, 0.1], [-0.1, -0.1, 0.0], [-0.3, -0.1, -0.1], [0.2, 0.1, 0.0], [0.1, 0.0, 0.2], [-0.3, -0.3, -0.1], [0.0, 0.0, 0.0], [0.1, 0.0, 0.0], [-0.6, 0.1, -0.2], [0.2, -0.2, -0.2], [-0.3, 0.1, 0.4], [0.1, 0.1, 0.2], [0.1, 0.0, 0.3], [0.2, 0.2, 0.0], [0.3, 0.2, -0.1], [-0.2, -0.1, 0.0], [-1.2, -0.6, 0.1], [0.9, 0.1, 0.2], [0.3, 0.4, -0.2], [-0.8, -0.1, -0.2], [0.6, 0.0, 0.1], [0.1, 0.1, -0.1], [-0.2, 0.1, -0.1], [0.0, -0.2, 0.1], [-0.1, 0.0, 0.0], [0.1, 0.1, 0.0], [0.0, -0.2, -0.2], [0.1, 0.2, -0.2], [0.1, -0.2, 0.1], [0.0, 0.0, 0.0], [0.0, -0.1, 0.1], [0.0, 0.0, 0.0], [0.0, 0.0, 0.1], [0.0, 0.0, 0.1], [0.0, 0.0, 0.0], [0.0, 0.1, -0.1], [0.0, 0.0, 0.0], [-0.1, 0.0, -0.1], [0.1, 0.0, -0.1], [0.1, 0.0, 0.0], [0.0, 0.0, 0.1], [0.0, 0.0, 0.0], [0.1, -0.4, 0.3], [-0.2, 0.1, -0.4], [0.2, 0.3, 0.2], [-0.1, -0.2, -0.2], [-0.2, 0.0, -0.4], [0.1, 0.0, 0.2], [0.0, -0.1, 0.0], [0.0, 0.2, -0.1], [0.0, 0.0, 0.1], [0.1, 0.1, 0.0], [0.0, 0.0, 0.0], [0.1, 0.1, -0.1], [0.1, -0.1, 0.0], [0.0, 0.0, -0.1], [0.0, 0.0, 0.1], [0.0, 0.0, 0.1], [-0.1, 0.0, -0.1], [0.0, 0.1, 0.0], [0.0, 0.2, 0.0], [0.0, 0.0, 0.1], [0.1, -0.1, 0.0], [0.0, -0.1, -0.1], [0.0, 0.0, 0.0], [0.0, -0.1, 0.0], [0.0, 0.1, 0.0]], "nbo_charge": [-0.641, 0.210, 0.206, 0.213, -0.052, -0.540, -0.066, -0.431, 0.236, 0.210, -0.222, -0.422, 0.689, -0.657, -0.323, -0.605, 0.637, -0.627, 0.144, -0.232, -0.322, 0.128, -0.399, 0.208, 0.234, 0.246, 0.413, 0.252, 0.228, -0.176, 0.043, -0.202, -0.219, -0.208, -0.204, -0.024, -0.644, 0.230, 0.219, 0.223, 0.206, 0.212, 0.212, 0.206, 0.696, -0.646, -0.636, 0.439, -0.060, 0.233, -0.405, -0.413, -0.405, 0.212, 0.198, -0.418, 0.216, 0.214, 0.211, 0.211, 0.210, 0.204, 0.240, 0.202, 0.230, 0.171, 0.162, 0.185, 0.157]}


(4)
{"formula": "C3H5O3", "method": "ωB97M-V with the def2-TZVPD basis set", "charge": 1, "total_energy_ev": -9319.39233, "e_above_lowest_kcal_mol": 141.84, "molar_mass_g_mol": 89.1, "lumo_energy_ev": -6.985, "gap_ev": 9.054, "multiplicity": 1, "species": ["C", "C", "C", "O", "O", "O", "H", "H", "H", "H", "H"], "positions_angstrom": [[-0.3482, 0.6438, -1.0393], [-0.1725, -0.6232, -0.3031], [0.9855, -0.2234, 0.6687], [-1.4575, -0.7230, 0.3687], [-1.8922, 0.5453, 0.6277], [-1.2801, 1.3275, -0.3858], [0.2203, 1.3822, -1.6731], [-0.0595, -1.5592, -0.7996], [1.9477, -0.2254, 0.0164], [1.0410, -1.1757, 1.1888], [1.0155, 0.6312, 1.3307]], "forces_ev_per_a": [[-2.6, 2.9, 2.5], [-0.6, 1.9, 1.5], [2.4, -2.1, -2.1], [0.5, -1.6, -0.9], [0.4, 0.8, 0.3], [1.9, -0.6, -2.5], [-0.4, -1.4, 0.2], [0.4, -0.5, -0.5], [-1.5, 0.2, 1.1], [0.3, 0.2, 0.8], [-0.8, 0.2, -0.1]], "nbo_charge": [0.433, -0.020, -0.664, -0.177, 0.108, -0.097, 0.309, 0.292, 0.257, 0.281, 0.278]}


Number 3 is which compound?
C26H35N3O5